(1)
Computed, not measured: 6 unconnected molecules or ions with the total composition C35H74IN7O7S, with ωB97M-V/def2-TZVPD.

Structure (XYZ):
```
125
Properties=species:S:1:pos:R:3:forces:R:3
C 4.85105 -3.76328 3.33297 -0.465 -0.186 0.481
C 5.21960 -2.22223 2.80045 0.468 -2.040 0.981
C 6.80294 -1.98814 3.25057 -1.196 0.851 0.288
C 4.95673 -2.20340 1.20289 0.789 -0.171 -0.699
C 4.07901 -0.99174 0.58141 -0.874 0.401 -0.993
C 3.01537 -0.24715 1.56276 -2.527 1.400 2.585
C 1.83865 -0.93201 2.47244 2.379 2.784 -1.188
C 1.60078 -2.56451 2.42874 -0.108 1.017 -0.161
C 0.17111 -2.81848 1.67233 -0.394 0.376 -0.175
C -0.90194 -3.75136 2.48175 -1.439 -0.898 -0.228
C -0.25171 -4.95638 3.38133 3.574 -4.147 -1.323
O 0.38522 -6.01319 2.87033 -4.130 6.834 3.145
O -0.33560 -4.82981 4.87469 1.316 0.665 -2.764
C 0.91270 0.03272 3.43788 2.736 4.113 -1.792
I -0.67928 -0.74785 4.78709 1.708 0.705 -1.267
C 1.11515 1.68746 3.50313 0.911 -2.695 -1.150
C 2.25783 2.44043 2.60065 -0.254 -1.035 0.015
N 2.54730 3.92578 2.55322 1.027 -6.057 -1.831
S 3.87369 4.04200 1.39634 -2.426 -4.949 1.601
N 4.13307 2.33839 0.96750 -3.335 -0.919 2.549
C 3.14600 1.41635 1.67238 0.776 3.795 0.155
H 5.80798 -4.45440 3.38008 -1.928 1.494 -0.068
H 4.34749 -3.71573 4.41521 1.309 -0.145 -2.250
H 4.07571 -4.31257 2.64998 1.429 1.108 1.221
H 4.58591 -1.50365 3.46186 0.901 -1.118 -1.740
H 7.05687 -2.76811 4.08627 -0.212 1.486 -1.799
H 7.50580 -2.03672 2.31574 -1.189 0.022 2.007
H 6.82707 -0.92275 3.76327 0.389 -2.104 -1.232
H 4.47563 -3.22271 0.80878 1.013 2.182 1.184
H 6.02678 -2.16611 0.67347 -2.350 -0.022 1.059
H 4.77469 -0.16961 0.06889 -1.652 -1.624 1.458
H 3.44653 -1.44583 -0.32391 1.254 1.118 1.973
H 2.41670 -3.15685 1.82922 -1.376 1.642 1.273
H 1.65583 -2.93489 3.53837 -0.370 0.607 -2.072
H 0.36374 -3.27493 0.58812 -0.356 0.912 2.524
H -0.35000 -1.76233 1.49989 1.003 -2.396 0.370
H -1.68605 -3.12691 3.13012 2.155 -1.379 -1.292
H -1.57046 -4.28636 1.64939 1.540 0.998 1.895
H 0.56160 -4.54228 5.24459 -1.617 -0.793 -1.032
H 0.43982 2.34760 4.22128 1.521 -1.779 -1.695
C -6.17056 -1.66942 -0.08241 -0.332 -0.026 -0.062
C -4.91200 -2.24044 -0.73071 0.138 0.328 0.296
C -3.92824 -2.87080 0.28201 0.231 0.080 -0.274
O -3.16414 -1.92030 1.02980 -0.386 -0.497 -0.033
C -3.84425 -1.37278 2.14906 0.319 0.290 -0.046
N -4.26421 -1.18647 -1.52660 0.337 -0.211 0.159
H -5.99067 -0.71657 0.42234 0.080 -0.128 -0.058
H -6.93877 -1.48473 -0.84268 0.206 -0.018 0.107
H -6.58890 -2.37063 0.64704 0.047 0.075 -0.042
H -5.23403 -3.03608 -1.41361 0.160 0.018 0.071
H -3.19390 -3.45743 -0.28387 0.014 0.154 0.058
H -4.43569 -3.57534 0.95180 -0.094 0.114 0.100
H -4.51061 -2.09789 2.62455 -0.063 -0.012 -0.088
H -4.39869 -0.48179 1.84884 -0.186 -0.046 0.158
H -3.09348 -1.05984 2.88199 -0.045 -0.094 -0.166
H -3.47983 -1.59748 -2.03480 -0.211 0.095 -0.019
H -3.81481 -0.54264 -0.86938 -0.213 -0.110 -0.195
C 1.31661 2.63905 -1.26399 0.015 0.156 0.273
C 2.41037 1.99095 -2.10895 -0.444 -0.070 -0.162
C 2.47566 2.53395 -3.55520 0.198 -0.403 -0.030
O 1.45125 2.03264 -4.41877 0.307 0.458 0.241
C 0.20720 2.70666 -4.30436 -0.115 -0.384 -0.283
N 2.22776 0.53144 -2.08912 0.174 0.098 -0.226
H 0.31791 2.26800 -1.50889 0.128 0.003 -0.065
H 1.48159 2.42587 -0.20117 -0.020 -0.020 -0.218
H 1.31833 3.72699 -1.38731 -0.034 -0.073 -0.006
H 3.36865 2.22270 -1.62823 -0.025 -0.050 -0.125
H 3.42209 2.19865 -3.99731 -0.181 -0.063 -0.009
H 2.49795 3.63016 -3.57354 -0.181 0.035 0.051
H 0.33114 3.77269 -4.09426 0.019 -0.039 0.068
H -0.40398 2.23256 -3.53424 -0.112 0.219 0.091
H -0.32439 2.60072 -5.25565 0.154 0.050 0.126
H 3.01526 0.09787 -2.57318 -0.207 -0.036 0.048
H 1.42747 0.31738 -2.69090 0.241 0.040 0.214
C 3.09343 -3.71598 -3.77254 0.004 -0.117 0.306
C 2.11310 -2.85394 -4.56384 0.407 -0.074 -0.272
C 1.71141 -3.46791 -5.92489 -0.072 0.371 -0.101
O 2.70866 -3.34494 -6.94315 -0.379 -0.376 0.396
C 3.72797 -4.33129 -6.88669 0.142 0.316 -0.292
N 2.68432 -1.50825 -4.72733 -0.159 -0.065 -0.331
H 4.11337 -3.66193 -4.16222 -0.149 0.029 -0.047
H 3.13531 -3.38246 -2.72885 -0.018 0.008 -0.194
H 2.78132 -4.76545 -3.77217 0.052 0.086 -0.012
H 1.20076 -2.76773 -3.96108 0.000 0.030 -0.158
H 0.84069 -2.91501 -6.29874 0.191 -0.002 -0.035
H 1.39144 -4.51128 -5.81768 0.160 -0.066 0.042
H 3.34966 -5.29927 -6.54638 -0.015 0.049 0.083
H 4.54147 -3.99002 -6.24393 0.057 -0.227 0.097
H 4.13676 -4.45429 -7.89492 -0.158 0.056 0.109
H 1.98611 -0.90948 -5.17054 0.123 0.053 0.209
H 3.42510 -1.57629 -5.43093 -0.150 0.002 0.259
C -5.00699 5.30653 -7.88182 -0.204 0.166 -0.219
C -4.53514 5.59277 -6.45854 0.127 -0.453 -0.093
C -3.01004 5.42327 -6.26854 -0.109 -0.022 0.366
O -2.57500 4.06301 -6.18549 0.039 0.553 -0.294
C -2.41141 3.42277 -7.44183 -0.006 -0.313 0.305
N -5.29200 4.74491 -5.52461 0.376 0.009 0.171
H -5.04010 4.23773 -8.10902 0.064 0.102 0.105
H -6.02226 5.69319 -8.03010 0.185 -0.096 0.095
H -4.35702 5.79354 -8.61611 -0.043 -0.066 0.058
H -4.77784 6.64057 -6.24330 0.120 -0.097 0.081
H -2.73897 5.87717 -5.30723 -0.027 -0.178 -0.064
H -2.44546 5.96613 -7.03604 -0.040 -0.109 -0.135
H -2.05329 4.10979 -8.21362 -0.083 0.038 0.018
H -3.35021 2.95772 -7.74805 0.033 0.045 -0.241
H -1.67374 2.62276 -7.32101 -0.055 0.157 0.055
H -5.04321 5.00872 -4.57017 -0.169 -0.005 -0.165
H -4.92642 3.79271 -5.61458 -0.187 0.249 -0.035
C -3.92328 2.52097 8.42716 -0.339 -0.025 -0.078
C -2.66473 1.94996 7.77886 0.167 0.334 0.332
C -1.68096 1.31960 8.79158 0.264 0.078 -0.274
O -0.91687 2.27010 9.53937 -0.444 -0.492 -0.019
C -1.59697 2.81762 10.65863 0.372 0.255 -0.065
N -2.01693 3.00393 6.98297 0.305 -0.184 0.132
H -3.74340 3.47382 8.93191 0.081 -0.131 -0.057
H -4.69150 2.70566 7.66689 0.198 -0.013 0.103
H -4.34162 1.81976 9.15661 0.050 0.075 -0.041
H -2.98676 1.15431 7.09596 0.156 0.006 0.044
H -0.94662 0.73296 8.22570 0.007 0.169 0.070
H -2.18842 0.61505 9.46137 -0.098 0.119 0.096
H -2.26333 2.09250 11.13412 -0.049 0.006 -0.085
H -2.15142 3.70860 10.35841 -0.197 -0.039 0.154
H -0.84621 3.13055 11.39156 -0.039 -0.122 -0.153
H -1.23255 2.59291 6.47477 -0.203 0.051 -0.002
H -1.56753 3.64776 7.64019 -0.208 -0.127 -0.192
```
Positions in Å, forces in eV/Å.

## Properties
Orbital gap in eV: 6.7
Structure (SMILES): CC(C)CCc1c(CCCC(=O)O)c(I)cc2nsnc12.COC[C@@H](C)N.COC[C@@H](C)N.COC[C@@H](C)N.COC[C@@H](C)N.COC[C@@H](C)N
E_HOMO in hartree: -0.3035

---

(2)
Computed, not measured: 9 unconnected molecules or ions with the total composition C35H74N2O15S4, with ωB97M-V/def2-TZVPD.

Structure (XYZ):
```
130
Properties=species:S:1:pos:R:3:forces:R:3
C -2.89103 -3.19087 2.33124 -0.149 -0.725 0.433
C -1.63076 -2.43622 2.79142 -0.627 0.561 0.249
C -2.11661 -0.92756 2.74005 -1.028 0.471 1.526
C -2.92167 -0.39569 4.01612 1.182 -1.761 0.003
C -2.08522 -0.81261 5.20683 0.301 0.213 1.141
C -1.83165 -2.34376 5.39634 3.181 2.395 -0.100
N -1.12539 -2.77106 4.16920 0.023 3.204 -0.639
O -0.57710 -4.00014 4.32130 -0.038 -1.546 -0.334
C -0.78571 -2.50108 6.62049 -1.255 -0.405 -0.615
C -3.07726 -3.04524 5.64135 -2.156 -0.688 0.292
C -0.54224 -2.65288 1.73786 0.565 -0.437 -0.108
H -3.75232 -2.67067 2.75040 -0.244 -0.476 -0.005
H -2.87634 -4.24209 2.61903 -0.129 -0.129 0.369
H -3.02865 -3.24190 1.25117 0.249 0.438 -0.099
H -1.28762 -0.22773 2.63458 -0.060 -0.094 -0.518
H -2.90615 -0.86129 1.99149 0.855 0.203 -0.850
H -3.89921 -0.86098 4.14265 -0.189 -0.241 -0.400
H -3.14214 0.67093 4.05846 0.492 0.071 -0.562
H -2.50918 -0.39492 6.12001 -0.347 -0.288 0.326
H -1.11168 -0.32257 5.19364 0.241 -0.084 -0.430
H 0.17002 -1.99152 6.49796 -0.135 -0.066 -0.525
H -1.19301 -2.14789 7.56784 -0.440 0.295 -0.127
H -0.62148 -3.56465 6.79346 0.271 -0.013 -0.176
H -3.61084 -2.56422 6.46111 0.043 -0.257 0.337
H -3.74852 -2.92387 4.79118 0.024 -0.207 -0.018
H -2.98114 -4.11158 5.84571 0.060 -0.092 0.126
H -0.04479 -3.62210 1.70217 -0.398 -0.522 0.797
H 0.31875 -1.99425 1.85191 -0.322 0.549 -0.160
H -0.99589 -2.64472 0.74679 0.097 0.834 -0.039
H -1.36176 -4.53590 4.45864 0.004 -1.165 0.012
C 5.64103 1.71444 0.05264 -0.268 -0.079 -0.055
C 4.86422 1.18608 1.26757 -0.964 1.289 -0.167
C 5.57099 1.84750 2.50349 -0.783 -0.484 0.336
C 4.73474 1.89762 3.78894 -0.035 -0.559 -0.457
C 3.36948 2.54722 3.50931 0.731 -0.833 -0.700
C 2.55718 1.89340 2.29793 0.247 -1.676 0.268
N 3.44100 1.64656 1.07317 2.194 2.716 4.312
O 2.81967 1.17390 -0.03232 -1.057 -1.046 -0.756
C 1.93297 0.49781 2.75483 0.272 0.622 0.500
C 1.45743 2.87474 1.92494 0.354 0.523 -0.680
C 4.94990 -0.31493 1.40419 -0.198 -1.350 -0.022
H 5.15684 1.36329 -0.85860 0.605 -0.520 -0.117
H 6.69739 1.48744 0.19637 0.051 -0.505 -0.569
H 5.61206 2.79783 -0.06373 -0.320 0.157 0.565
H 6.42245 1.19945 2.71115 0.289 0.194 -0.171
H 5.95048 2.83434 2.23849 -0.177 0.096 -0.018
H 5.28989 2.32541 4.62373 0.002 0.992 -0.224
H 4.67047 0.90103 4.22574 -0.630 -0.550 -0.515
H 3.57836 3.59285 3.28317 -0.248 0.147 -0.157
H 2.80428 2.50523 4.44037 -0.525 0.030 -0.256
H 2.46315 0.08493 3.61305 0.499 -0.071 -0.094
H 0.91928 0.54519 3.15268 -0.284 0.426 -0.348
H 1.95447 -0.25208 1.96408 -0.028 0.224 -0.160
H 0.78110 2.50888 1.15239 -0.240 -0.251 0.409
H 0.91565 3.25719 2.78997 -0.258 -0.493 0.028
H 1.89385 3.76753 1.47709 0.377 0.118 -0.033
H 5.90690 -0.62676 1.82254 0.243 -0.060 -0.376
H 4.72997 -0.85864 0.48543 0.421 0.264 -0.469
H 4.21470 -0.78919 2.05430 -0.197 0.637 0.506
H 2.39025 1.97010 -0.35370 -0.073 0.090 -0.789
C 3.98251 2.52890 -6.12300 -0.061 0.418 0.584
S 5.34253 1.73211 -5.16797 -1.246 -2.568 -2.598
O 5.97741 0.80422 -6.24090 -0.290 1.419 1.760
C 4.16398 0.57089 -4.23894 1.031 0.364 0.722
H 4.28129 3.27564 -6.85868 0.669 -0.051 0.262
H 3.36784 3.03172 -5.37639 -0.260 -0.076 -0.100
H 3.41365 1.78146 -6.67602 0.128 -0.283 0.368
H 4.55563 -0.44248 -4.32715 -0.067 0.085 -0.780
H 3.10766 0.68550 -4.48218 0.352 0.019 -0.284
H 4.29002 0.72415 -3.16716 -0.203 0.531 0.060
C -5.99765 -0.65913 -4.76780 0.682 -0.126 0.022
S -5.08858 0.84089 -5.29563 0.340 -0.004 -0.242
O -4.67142 1.51268 -4.01517 -0.121 -0.628 -0.655
C -3.60161 -0.01326 -6.05647 -1.112 -0.013 0.911
H -6.80053 -0.30157 -4.12310 0.290 -0.110 0.207
H -5.23415 -1.26120 -4.27517 -0.266 0.074 0.625
H -6.43054 -1.31343 -5.52449 0.066 0.519 -0.535
H -3.02050 -0.40912 -5.22358 0.238 0.369 0.006
H -3.08638 0.70464 -6.69464 0.027 -0.173 0.209
H -3.97336 -0.88508 -6.59483 -0.083 0.202 -0.354
C 4.27161 -4.35419 -0.85641 0.992 0.060 -1.010
S 3.48697 -3.56488 -2.36506 -1.432 2.541 2.363
O 3.44846 -2.04651 -2.12017 0.869 -1.744 -0.681
C 1.74511 -3.97234 -1.93644 1.014 -1.036 0.102
H 4.18876 -3.86633 0.11479 -0.878 0.128 -0.233
H 5.34008 -4.29839 -1.06466 0.145 0.173 -0.235
H 4.08899 -5.42877 -0.85336 -0.475 0.074 0.151
H 1.34926 -3.37530 -1.11489 0.406 0.369 -0.207
H 1.89637 -4.97352 -1.53287 -0.827 -0.384 -0.366
H 1.11928 -3.91080 -2.82675 0.091 -0.162 0.150
C -5.32430 -1.04895 0.28629 0.335 -0.571 -0.290
S -6.11474 -1.84191 -1.11732 -3.279 -1.903 1.416
O -7.52090 -2.13326 -0.53300 1.075 0.990 -1.147
C -5.43327 -3.54047 -1.04774 1.014 1.894 0.217
H -4.26202 -0.96805 0.05584 0.002 0.634 0.138
H -5.46321 -1.59146 1.22143 -0.148 -0.355 -0.223
H -5.90515 -0.12992 0.36430 0.529 0.248 -0.089
H -4.40449 -3.20568 -1.18062 0.659 -1.105 0.007
H -5.76762 -4.20465 -1.84471 -0.153 0.404 0.118
H -5.64953 -3.87671 -0.03371 0.053 -0.190 -0.207
C -4.05134 2.04521 -0.95803 -1.628 -1.465 -2.281
C -2.95101 2.73609 -1.71170 -0.261 0.673 -1.052
O -1.86533 2.76115 -0.78421 0.561 0.066 1.064
C -2.25340 2.24903 0.42696 -1.285 1.339 -1.852
O -1.65857 2.30731 1.45054 0.220 -0.554 0.000
O -3.52546 1.81419 0.25821 1.320 -1.137 4.260
H -4.32794 1.10011 -1.42534 0.317 -0.297 -0.227
H -5.03906 2.48299 -0.81356 0.290 1.022 -0.300
H -3.32729 3.71976 -1.99262 0.749 0.361 0.125
H -2.58349 2.25192 -2.61647 -0.390 -0.169 0.125
C 0.96976 5.78284 -3.66643 1.284 -0.388 0.757
C 0.52904 5.47821 -2.18906 0.892 1.306 -2.024
O 1.08148 4.21127 -1.92915 0.984 -2.031 -1.164
C 1.69722 3.66316 -3.05572 -0.511 -2.452 -0.391
O 2.09852 2.45731 -3.13050 -1.168 5.363 0.639
O 1.68456 4.54695 -4.09270 -0.824 -0.580 1.540
H 1.75639 6.53354 -3.74220 -0.184 0.228 0.206
H 0.14035 6.07569 -4.31020 -0.001 -0.668 -0.254
H -0.55904 5.54276 -2.18681 -0.055 -0.572 0.599
H 1.00794 6.20179 -1.52937 -0.297 -0.018 0.202
C 0.14311 0.43225 -2.48609 0.563 -0.126 2.232
C 0.19708 -0.54278 -1.29587 0.094 0.080 -0.702
O -1.06660 -1.26585 -1.38558 -0.457 -0.040 -0.580
C -1.81914 -0.85344 -2.47745 -0.674 -0.510 1.421
O -2.95872 -1.31362 -2.72499 4.138 1.817 0.361
O -1.11547 0.14568 -3.07019 -1.701 -0.523 -1.535
H 1.04948 0.36138 -3.08740 -0.737 -0.319 -0.741
H 0.18128 1.42183 -2.03070 -0.609 0.257 -0.682
H 0.30895 0.01992 -0.36907 -0.476 -0.388 0.208
H 1.06565 -1.19145 -1.40954 -0.329 -0.393 0.184
```
Positions in Å, forces in eV/Å.

## Properties
Orbital gap (alpha / beta) in eV: 1.4 / 7.4
2S+1: 2
Expectation value of S²: 0.750
E_HOMO (alpha / beta) in hartree: 0.0119 / -0.2117
Total charge: -1

---

no.,molar mass (g/mol),maximum force (eV/A),total energy (hartree)
1,863.990,8.58,-2983.230311
2,891.244,5.55,-4208.496220